1.
DFT (ωB97M-V with the def2-TZVPD basis set) results for an isolated molecule of C19H18N4O in a non-equilibrium geometry.

The LUMO energy is 0.656 eV. As for the frontier orbital gap: 8.63 eV. As for the charge: 0.

Element x y z (Å)
C -1.13 -3.78 -2.09
C -0.60 -3.08 -0.89
C -0.51 -1.76 -0.57
C 0.10 -1.76 0.72
N 0.35 -0.73 1.58
C 0.70 0.62 1.16
C 2.11 0.67 0.60
C 3.11 1.39 1.23
C 4.39 1.38 0.71
C 4.63 0.63 -0.43
N 3.69 -0.08 -1.03
C 2.47 -0.06 -0.53
C -0.35 1.20 0.25
C -0.20 1.99 -0.86
C 1.00 2.55 -1.54
N -1.45 2.31 -1.35
C -2.41 1.74 -0.56
C -3.79 1.78 -0.66
C -4.52 1.11 0.29
C -3.89 0.41 1.32
C -2.51 0.36 1.42
C -1.75 1.03 0.47
N 0.35 -3.00 1.10
O -0.09 -3.83 0.11
H -1.61 -3.06 -2.75
H -1.84 -4.54 -1.79
H -0.32 -4.27 -2.62
H -0.84 -0.93 -1.15
H 0.87 -1.05 2.39
H 0.69 1.21 2.09
H 2.88 1.97 2.12
H 5.19 1.94 1.18
H 5.61 0.58 -0.88
H 1.74 -0.66 -1.06
H 0.71 3.38 -2.18
H 1.74 2.90 -0.82
H 1.48 1.79 -2.17
H -1.61 2.89 -2.15
H -4.28 2.33 -1.46
H -5.60 1.12 0.25
H -4.49 -0.10 2.06
H -2.03 -0.19 2.22

2.
DFT (ωB97M-V with the def2-TZVPD basis set) results for an isolated molecule of C19H18N4O2.

The LUMO energy is -0.411 eV. As for the frontier orbital gap: 8.50 eV. As for the charge: 0.

Element x y z (Å)
O 2.63 -0.15 0.61
C 1.46 0.12 0.46
N 0.72 0.84 1.35
N 1.28 1.33 2.53
C 1.34 2.78 2.54
C 2.06 3.21 3.82
O 1.40 2.73 4.97
C 1.34 1.32 4.94
C 0.59 0.83 3.70
C 0.65 -0.32 -0.73
C -0.54 -0.97 -0.54
C -1.28 -1.40 -1.67
C -2.56 -2.11 -1.52
C -2.86 -2.89 -0.40
C -4.09 -3.52 -0.34
N -5.01 -3.43 -1.29
C -4.72 -2.70 -2.36
C -3.53 -2.02 -2.52
N -0.89 -1.17 -2.90
C 0.28 -0.54 -3.11
C 0.69 -0.32 -4.44
C 1.87 0.31 -4.71
C 2.70 0.74 -3.66
C 2.33 0.55 -2.36
C 1.12 -0.10 -2.05
H -0.24 1.08 1.13
H 1.89 3.12 1.67
H 0.33 3.22 2.53
H 2.07 4.30 3.91
H 3.09 2.83 3.79
H 0.82 1.02 5.85
H 2.35 0.90 4.94
H 0.60 -0.27 3.67
H -0.46 1.18 3.74
H -0.92 -1.16 0.45
H -2.15 -3.02 0.40
H -4.36 -4.13 0.51
H -5.50 -2.65 -3.11
H -3.32 -1.44 -3.40
H 0.03 -0.66 -5.23
H 2.18 0.47 -5.73
H 3.63 1.23 -3.89
H 2.97 0.87 -1.55